1.
This record from OMol25 describes a molecular structure, C28H62FI3NbO13S5 at a distorted geometry. The level of theory is wB97M-V/def2-TZVPD.

Net charge: -1
Molecular weight in g mol⁻¹: 1259.74
Orbital gap in eV: 5.75

Cartesian coordinates (Å):
1 C -2.333 2.128 3.751
2 C -3.248 3.053 3.255
3 C -3.903 3.045 1.949
4 Nb -2.568 2.763 0.088
5 F -4.195 2.020 -0.782
6 C -3.230 4.807 -0.707
7 C -4.294 4.651 -1.816
8 C -4.462 6.014 -2.544
9 I -3.889 5.954 -4.616
10 C -2.167 0.661 0.859
11 O -1.914 -0.263 -0.211
12 C -1.685 -1.573 0.247
13 C -2.695 -2.509 -0.421
14 C -2.284 -2.786 -1.864
15 C -1.574 2.373 -1.923
16 S -0.393 3.674 -2.406
17 C 1.001 2.825 -3.185
18 C 1.572 3.717 -4.289
19 C -0.767 3.714 1.053
20 I -1.155 5.677 1.930
21 C 0.499 3.324 1.181
22 C 1.655 4.004 1.847
23 I 1.101 1.471 0.335
24 H -2.587 1.436 4.547
25 H -1.318 2.087 3.379
26 H -3.498 3.911 3.898
27 H -4.368 4.024 1.795
28 H -4.721 2.326 1.946
29 H -3.704 5.403 0.073
30 H -2.402 5.370 -1.144
31 H -4.002 3.914 -2.553
32 H -5.267 4.428 -1.392
33 H -5.490 6.360 -2.520
34 H -3.848 6.775 -2.082
35 H -3.100 0.338 1.344
36 H -1.396 0.586 1.627
37 H -1.717 -1.639 1.332
38 H -0.692 -1.904 -0.086
39 H -2.826 -3.433 0.139
40 H -3.630 -1.952 -0.461
41 H -2.736 -3.716 -2.201
42 H -2.560 -1.976 -2.530
43 H -1.207 -2.921 -1.947
44 H -2.368 2.363 -2.671
45 H -1.099 1.396 -1.975
46 H 0.683 1.876 -3.610
47 H 1.806 2.626 -2.483
48 H 1.522 4.766 -4.009
49 H 2.624 3.492 -4.466
50 H 1.045 3.589 -5.231
51 H 2.531 3.834 1.223
52 H 1.554 5.074 1.948
53 H 1.876 3.528 2.801
54 O 0.512 -2.060 -4.012
55 S 0.830 -1.746 -5.368
56 O -0.201 -1.467 -6.316
57 O 1.768 -2.902 -5.947
58 C 1.295 -4.257 -5.821
59 C 0.221 -4.593 -6.837
60 C 2.017 -0.448 -5.413
61 H 0.946 -4.436 -4.803
62 H 2.168 -4.887 -5.982
63 H -0.693 -4.034 -6.643
64 H -0.015 -5.657 -6.797
65 H 0.553 -4.338 -7.844
66 H 2.821 -0.683 -4.722
67 H 1.507 0.462 -5.107
68 H 2.388 -0.349 -6.430
69 O -0.540 -3.330 2.866
70 S -0.649 -3.210 4.285
71 O 0.507 -3.351 5.117
72 O -1.778 -4.214 4.788
73 C -1.664 -5.595 4.379
74 C -0.615 -6.349 5.173
75 C -1.475 -1.710 4.685
76 H -1.468 -5.652 3.308
77 H -2.646 -6.031 4.553
78 H 0.386 -5.983 4.949
79 H -0.653 -7.411 4.928
80 H -0.778 -6.222 6.244
81 H -2.371 -1.628 4.075
82 H -0.792 -0.894 4.459
83 H -1.719 -1.716 5.744
84 O -0.488 -6.353 1.290
85 S -0.112 -6.027 -0.053
86 O -1.109 -5.777 -1.044
87 O 0.876 -7.165 -0.589
88 C 0.432 -8.529 -0.489
89 C -0.584 -8.888 -1.556
90 C 1.038 -4.700 -0.044
91 H 0.041 -8.720 0.513
92 H 1.327 -9.137 -0.609
93 H -1.520 -8.352 -1.405
94 H -0.796 -9.958 -1.529
95 H -0.211 -8.622 -2.544
96 H 1.815 -4.915 0.684
97 H 0.487 -3.805 0.241
98 H 1.450 -4.589 -1.043
99 O 4.397 5.957 1.990
100 S 5.197 6.720 2.893
101 O 6.241 7.568 2.406
102 O 5.796 5.738 3.995
103 C 6.508 4.572 3.533
104 C 7.905 4.901 3.047
105 C 4.156 7.646 3.966
106 H 5.926 4.065 2.762
107 H 6.560 3.904 4.391
108 H 7.876 5.500 2.138
109 H 8.453 3.983 2.832
110 H 8.448 5.473 3.799
111 H 3.389 6.987 4.364
112 H 3.705 8.436 3.370
113 H 4.762 8.071 4.761

---

2.
This record from OMol25 describes 12 unconnected molecules or ions with the total composition C28H63N3O9S5 at a distorted geometry. The level of theory is wB97M-V/def2-TZVPD.

Net charge: 0
Molecular weight in g mol⁻¹: 746.16
Orbital gap in eV: 8.32

Cartesian coordinates (Å):
1 C 1.795 -3.521 4.539
2 C 3.121 -3.224 4.022
3 N 4.193 -2.933 3.637
4 H 1.378 -4.312 3.916
5 H 1.082 -2.697 4.531
6 H 1.603 -3.958 5.518
7 C 0.801 -0.975 0.168
8 C 0.008 0.229 -0.194
9 N -0.555 1.194 -0.399
10 H 1.637 -1.081 -0.524
11 H 0.190 -1.872 0.064
12 H 1.094 -0.841 1.209
13 C -1.980 -4.542 -2.758
14 C -2.719 -5.602 -1.974
15 N -3.347 -6.401 -1.427
16 H -0.943 -4.720 -2.472
17 H -2.363 -3.579 -2.421
18 H -2.258 -4.666 -3.805
19 C -2.393 3.355 -2.319
20 S -3.219 3.624 -3.983
21 O -3.002 5.075 -4.309
22 C -2.026 2.749 -5.034
23 H -2.652 4.069 -1.537
24 H -1.307 3.282 -2.380
25 H -2.859 2.419 -2.011
26 H -2.175 1.671 -4.982
27 H -0.977 3.028 -4.933
28 H -2.272 3.026 -6.059
29 C -3.276 2.310 6.211
30 S -2.612 0.862 5.240
31 O -1.629 0.267 6.185
32 C -1.508 1.901 4.241
33 H -2.533 2.849 6.800
34 H -4.084 2.101 6.912
35 H -3.636 3.100 5.552
36 H -1.187 1.278 3.407
37 H -0.612 2.211 4.779
38 H -2.040 2.762 3.836
39 C 3.551 -4.863 -2.859
40 S 2.307 -3.558 -3.146
41 O 1.328 -3.595 -2.003
42 C 3.461 -2.121 -3.002
43 H 4.477 -4.785 -3.429
44 H 3.108 -5.827 -3.110
45 H 3.837 -4.830 -1.807
46 H 2.959 -1.167 -3.168
47 H 4.169 -2.156 -3.830
48 H 4.028 -2.080 -2.072
49 C -2.038 6.765 4.306
50 S -0.387 6.079 4.016
51 O -0.500 4.604 4.339
52 C -0.419 6.098 2.143
53 H -1.801 7.794 4.037
54 H -2.301 6.654 5.358
55 H -2.783 6.338 3.635
56 H -0.334 7.141 1.836
57 H -1.253 5.561 1.691
58 H 0.448 5.632 1.676
59 C 0.484 -1.756 -5.654
60 S -0.993 -2.297 -6.416
61 O -1.036 -3.729 -5.942
62 C -2.130 -1.168 -5.506
63 H 0.275 -1.845 -4.588
64 H 0.782 -0.818 -6.123
65 H 1.263 -2.475 -5.907
66 H -2.013 -0.193 -5.980
67 H -1.804 -0.985 -4.482
68 H -3.124 -1.608 -5.435
69 C 2.410 3.605 -1.592
70 C 3.410 2.439 -1.209
71 O 3.482 2.078 -0.017
72 C 4.128 1.784 -2.341
73 H 2.407 4.339 -0.787
74 H 1.452 3.084 -1.620
75 H 2.710 3.941 -2.584
76 H 5.032 1.391 -1.876
77 H 4.487 2.553 -3.026
78 H 3.465 1.043 -2.789
79 C -4.590 2.455 0.871
80 C -5.474 1.819 2.027
81 O -5.141 0.664 2.346
82 C -6.434 2.638 2.811
83 H -3.857 3.076 1.386
84 H -5.042 2.951 0.012
85 H -3.893 1.730 0.450
86 H -5.988 3.355 3.501
87 H -6.948 1.923 3.454
88 H -7.187 3.110 2.180
89 C 7.287 -0.199 -0.252
90 C 6.654 -1.227 0.679
91 O 7.093 -2.366 0.951
92 C 5.366 -0.866 1.220
93 H 7.377 0.658 0.416
94 H 6.798 -0.136 -1.224
95 H 8.260 -0.649 -0.447
96 H 5.373 0.214 1.364
97 H 5.222 -1.400 2.160
98 H 4.634 -1.328 0.558
99 C -0.298 -5.179 0.849
100 C -1.109 -4.771 2.109
101 O -0.631 -3.830 2.798
102 C -2.342 -5.499 2.441
103 H 0.735 -4.868 1.000
104 H -0.705 -4.578 0.036
105 H -0.550 -6.233 0.734
106 H -2.898 -5.759 1.540
107 H -2.916 -4.807 3.057
108 H -2.077 -6.402 2.992

---

The lowest unoccupied orbital energy results, record by record, are as follows: 1.83; -0.18 eV.